A molecular structure, C27H20BrCl2EuN3O2S2 in a non-equilibrium geometry. Source: OMol25; level of theory: wB97M-V/def2-TZVPD.

Each line ends with the Löwdin spin population.
Atoms and positions in Å:
1 Eu 0.0760 1.6401 0.4376  7.0206
2 C -4.5273 -1.4021 0.4930  0.0000
3 C -3.9676 -0.1618 -0.1258  0.0004
4 C -4.7521 0.9541 -0.4134  0.0005
5 C -4.1879 2.0794 -0.9849  0.0004
6 C -2.8223 2.0769 -1.2207  0.0009
7 Br -1.6346 3.3011 1.7559  -0.0134
8 N -2.0489 1.0255 -0.9530  -0.0057
9 C -2.6175 -0.0696 -0.4377  0.0007
10 H -5.5564 -1.2475 0.8119  0.0000
11 H -3.9403 -1.6956 1.3639  0.0000
12 H -4.5106 -2.2320 -0.2158  0.0000
13 H -5.8114 0.9396 -0.1910  0.0000
14 H -4.7816 2.9487 -1.2264  0.0000
15 H -1.9494 -0.9061 -0.2434  0.0005
16 Cl 1.1609 3.6614 -1.3924  -0.0017
17 C 0.4627 3.0668 -2.8856  0.0010
18 C 1.3325 2.7169 -3.9058  0.0002
19 C 0.8218 2.2226 -5.0953  0.0001
20 C -0.5443 2.0720 -5.2606  0.0002
21 C -1.4009 2.4401 -4.2357  0.0001
22 Cl -3.1000 2.2563 -4.4720  0.0001
23 C -0.9245 2.9533 -3.0218  0.0008
24 S -2.0186 3.5692 -1.7694  0.0009
25 H 2.3967 2.8212 -3.7544  0.0000
26 H 1.4938 1.9473 -5.8957  0.0000
27 H -0.9584 1.6840 -6.1801  0.0000
28 O 1.6376 2.0743 2.2254  -0.0035
29 S 1.4152 0.6457 2.4566  0.0037
30 O 0.0263 0.3065 2.7712  -0.0017
31 N 1.8320 -0.0109 1.0940  -0.0087
32 C 1.4490 -1.2925 0.7416  -0.0005
33 C 1.5424 -2.4091 1.5480  0.0017
34 C 1.2371 -3.6914 1.0689  -0.0001
35 C 0.8501 -3.8889 -0.2272  0.0016
36 C 0.7112 -2.7782 -1.0868  0.0000
37 C 0.3035 -2.9076 -2.4308  0.0010
38 C 0.1342 -1.7876 -3.1960  -0.0002
39 C 0.3369 -0.5315 -2.6028  0.0014
40 N 0.7266 -0.3618 -1.3600  -0.0039
41 C 0.9644 -1.4710 -0.5976  0.0004
42 C 2.4389 0.1444 3.8163  0.0009
43 C 3.7602 0.5536 3.8364  0.0002
44 C 4.5798 0.1503 4.8759  0.0000
45 C 4.0703 -0.6562 5.8845  0.0002
46 C 2.7430 -1.0598 5.8569  0.0000
47 C 1.9156 -0.6583 4.8171  0.0003
48 H 1.8959 -2.2977 2.5648  0.0001
49 H 1.3339 -4.5332 1.7425  -0.0001
50 H 0.6402 -4.8801 -0.6083  0.0001
51 H 0.1266 -3.8972 -2.8337  0.0001
52 H -0.1753 -1.8461 -4.2299  0.0000
53 H 0.1331 0.3649 -3.1735  0.0002
54 H 4.1339 1.1882 3.0430  0.0000
55 H 5.6133 0.4669 4.9029  0.0000
56 H 4.7127 -0.9682 6.6971  0.0000
57 H 2.3480 -1.6826 6.6480  0.0000
58 H 0.8740 -0.9465 4.7742  0.0001

Computed properties:
* E: -6356.84914 Ha
* net charge: 0
* E_HOMO (alpha / beta): -6.58 / -7.86 eV
* frontier orbital gap (alpha / beta): 6.54 / 7.82 eV
* multiplicity: 8
* ΔE to the lowest compared entry with this formula, charge and spin: 0.0 kcal/mol